DFT (ωB97M-V/def2-TZVPD) results for a structure of composition C49H56CsN6OSTe at a distorted geometry.

Geometry (Å):
Cs1 -0.7481 0.6841 0.9610
O1 -1.6374 0.2542 3.8204
N1 -2.1146 -0.7868 4.5276
C1 -2.8440 -1.7453 3.8564
C2 -3.4494 -2.7845 4.5160
C3 -3.1846 -2.9406 5.8952
C4 -2.2116 -2.1169 6.5330
C5 -1.5858 -1.1051 5.7495
S1 -0.3233 -0.1088 6.3868
H1 -2.8948 -1.6590 2.7564
H2 -4.1818 -3.4134 3.9598
H3 -3.7356 -3.6959 6.5006
H4 -2.0177 -2.1251 7.5928
C6 -4.4087 2.4994 0.3620
C7 -3.8489 3.9020 0.5298
C8 -4.5990 4.8227 1.2457
C9 -4.0961 6.0868 1.4833
C10 -2.8107 6.4005 1.0949
C11 -2.0782 5.5443 0.3167
C12 -0.6382 5.9273 -0.0124
C13 -2.5393 4.2007 0.0444
N2 -1.7281 3.2078 -0.5529
C14 -1.4611 3.3062 -1.8052
C15 -2.3328 4.1511 -2.6943
C16 -0.4305 2.4821 -2.4218
C17 0.4002 3.2396 -3.4564
N3 -0.1650 1.2773 -2.0627
C18 0.1091 -0.2693 -4.1467
C19 -0.7067 -1.6089 -3.8267
C20 -2.8899 -0.8103 -2.5675
C21 -0.5192 -2.6648 -4.9474
C22 0.6197 -2.7739 -5.6768
C23 1.5688 -1.7879 -5.6764
C24 1.4186 -0.5646 -5.0422
C25 2.4899 0.5027 -5.1752
H5 -5.5067 2.4990 0.3565
H6 -4.0221 1.8083 1.1191
H7 -4.0689 2.1383 -0.6323
H8 -5.5732 4.5273 1.5481
H9 -4.6876 6.7499 2.0680
H10 -2.4150 7.3816 1.3952
H11 -0.4666 6.9482 -0.3977
H12 -0.2909 5.2440 -0.7641
H13 -0.0308 5.7631 0.8898
H14 -3.2960 4.5027 -2.3280
H15 -2.5305 3.7029 -3.6733
H16 -1.7050 5.0128 -2.9824
H17 0.6461 4.2849 -3.1479
H18 -0.1184 3.3787 -4.4333
H19 1.3261 2.6655 -3.7211
H20 -2.4727 0.0288 -1.9513
H21 -2.9650 -1.6458 -1.8477
H22 -3.9099 -0.5368 -2.6684
H23 -1.3584 -3.3698 -5.0454
H24 0.7358 -3.6167 -6.3414
H25 2.5560 -1.9505 -6.1465
H26 3.1983 0.2635 -5.9896
H27 3.0762 0.5774 -4.2619
H28 2.0547 1.4838 -5.3396
C26 5.1372 -3.0084 -2.2239
C27 4.5159 -4.1686 -1.4959
C28 5.1813 -5.3875 -1.4118
C29 4.5975 -6.5185 -0.8641
C30 3.3875 -6.4663 -0.2261
C31 2.7040 -5.2111 -0.2395
C32 3.2244 -4.1158 -0.9092
N4 2.3439 -2.9778 -1.1526
C33 2.0281 -1.9214 -0.3662
N5 2.5708 -1.9953 0.8815
C34 2.8213 -0.9344 1.7802
C35 2.1229 0.2269 1.8769
C36 2.4014 1.0758 2.8983
C37 3.4990 0.9015 3.7253
C38 4.2036 -0.2856 3.6490
C39 3.9080 -1.2084 2.6780
C40 4.7932 -2.4427 2.5603
N6 1.2381 -0.9199 -0.7291
C41 0.5436 -0.9904 -1.9321
C42 0.5956 0.2893 -2.7641
C43 -0.9402 0.5302 -4.9027
C44 -2.1853 0.0719 -4.7588
C45 -2.2320 -1.1256 -3.9082
C46 -0.1575 -2.0387 -2.5016
C47 -0.4892 -3.3588 -1.8292
H29 6.2296 -3.1944 -2.2043
H30 4.7821 -2.0088 -1.8776
H31 4.9214 -3.1417 -3.3430
H32 6.1380 -5.4410 -1.9191
H33 5.1396 -7.4292 -0.9919
H34 2.9534 -7.2890 0.3629
H35 1.7387 -5.2726 0.2166
H36 2.0932 -2.9190 -2.1455
H37 3.2409 -2.7676 0.9271
H38 1.8399 1.9880 3.0633
H39 3.8316 1.7349 4.3484
H40 4.9499 -0.6095 4.3548
H41 5.5094 -2.4656 3.3835
H42 5.3745 -2.5309 1.5899
H43 4.2297 -3.3955 2.6892
H44 1.6447 0.6637 -2.8302
H45 -0.6718 1.5081 -5.3383
H46 -3.0227 0.6307 -5.1751
H47 -2.8485 -1.9415 -4.3391
H48 -0.5776 -3.2167 -0.7542
H49 0.1418 -4.2219 -1.9991
H50 -1.4735 -3.6745 -2.1387
C48 -1.1071 3.5005 7.1791
Te1 -1.5219 1.9162 5.7328
C49 -3.5478 1.7697 6.7354
H51 -1.0784 3.0124 8.1475
H52 -1.7288 4.3570 7.1476
H53 -0.0956 3.8065 6.8774
H54 -4.2723 1.8514 5.9298
H55 -3.6585 2.5869 7.5119
H56 -3.5680 0.8037 7.2523

Atomic forces in eV per Å
0.0 0.0 0.2
-0.3 -0.1 0.1
-0.2 -0.6 -1.4
-0.6 -0.7 -0.7
-0.1 0.4 -0.8
0.1 -0.2 2.1
-1.1 0.5 -2.3
0.7 -0.7 2.5
1.3 -3.8 0.8
0.0 0.3 0.8
0.9 0.3 0.5
0.5 0.6 -0.6
0.3 -0.3 0.0
0.5 0.2 -1.1
0.6 -0.9 0.1
1.0 0.3 -0.9
-0.3 -0.6 0.5
-0.6 1.0 0.0
1.3 -1.2 -0.3
-0.3 -0.2 0.1
-0.6 0.6 0.5
-1.3 0.7 3.1
0.4 -0.9 -1.7
1.3 1.0 -1.5
-0.2 2.0 -1.2
0.1 0.0 -1.3
-1.1 -1.8 1.0
0.4 -0.7 -1.7
-0.2 0.7 -1.6
0.5 0.3 2.0
0.4 0.1 0.7
-3.6 -2.0 0.6
3.1 4.4 1.2
-1.0 -1.4 -0.1
-0.1 -0.7 -0.1
0.2 0.0 0.2
-0.1 0.1 -0.1
-0.2 -0.1 0.6
-0.7 -0.1 0.4
-0.3 0.7 0.4
0.0 -0.4 -0.3
-0.4 -0.3 0.4
0.5 -0.3 -0.3
0.0 0.2 -0.3
0.3 -0.1 0.5
0.0 -0.4 0.1
-0.5 0.4 0.1
0.1 -0.8 0.0
0.1 -0.1 0.4
-0.6 0.7 0.5
0.3 -0.6 -0.9
0.5 -0.1 -0.5
-1.2 0.4 -0.7
0.6 0.1 0.0
0.0 -0.2 -0.2
-0.7 0.0 -0.1
-0.4 0.1 0.2
0.1 0.0 0.2
-0.1 0.1 -0.2
0.0 -0.6 -1.5
-0.9 -0.1 0.8
-0.3 0.6 -0.7
0.6 -0.1 -0.1
-0.8 1.6 0.6
0.9 -2.1 -0.1
-0.6 1.0 -0.2
1.1 -1.8 -1.9
-1.5 2.0 0.9
0.4 -0.9 -1.3
2.1 -0.1 2.0
-2.4 -0.6 -1.6
1.5 0.9 0.8
0.1 0.5 0.5
0.3 -0.1 0.1
-0.5 -0.8 -1.2
-0.1 -0.7 -0.3
0.5 -1.8 -0.3
0.9 -1.3 -0.2
0.4 0.5 0.4
0.6 1.0 0.4
1.1 1.1 -0.9
-0.1 -1.5 1.1
0.8 1.0 1.0
-0.6 0.8 0.0
-0.4 0.8 0.3
0.5 -0.8 -0.3
-0.1 0.5 1.4
0.1 -0.2 0.1
0.2 -0.6 0.3
0.3 0.3 -0.7
-0.5 0.8 0.1
-0.2 0.4 0.7
-0.4 0.6 0.3
-0.3 0.3 -0.1
-0.2 -0.4 0.4
0.5 0.5 0.3
0.2 0.2 -0.1
-0.6 0.2 0.9
0.1 0.4 -0.3
-0.3 -0.6 -0.1
-0.3 -0.7 0.0
-0.1 -0.4 0.2
0.3 0.3 0.0
0.3 0.0 0.2
0.6 0.0 -0.2
-0.6 -0.1 -0.3
1.4 -0.8 -0.2
-2.9 4.4 -0.6
1.0 0.3 0.3
0.0 0.2 0.3
-0.9 0.7 0.0
-0.1 0.0 0.4
-0.2 -0.1 0.2
0.3 -0.8 -1.1
-0.1 0.1 -0.3

Energy above the lowest of the compared OMol25 structures with the same formula, charge and spin, eV: 4.946
Lowest unoccupied orbital energy (alpha / beta), eV: 3.5797 / 3.5492
Electronic energy, Eh: -2990.527874
2S+1: 2
<S²>: 1.357
Net charge: -2